[1]
C2F2N2O2 | the ωB97M-V functional and the def2-TZVPD basis

Cartesian coordinates (Å):
C 0.85 1.01 0.65
C -0.06 -0.10 0.36
N 1.59 1.73 1.12
N -0.23 -0.56 -1.04
O 0.70 -1.21 -1.38
O -1.30 -0.30 -1.60
F 0.01 -1.21 1.08
F -1.55 0.64 0.82

- highest occupied orbital energy (eV) = -12.85

Mulliken atomic charge list, values in e, 4 entries: C -0.1184; C 0.9429; N -0.2317; N 0.8160


[2]
C2F3LuO4S | the ωB97M-V functional and the def2-TZVPD basis

Cartesian coordinates (Å):
O 1.91 -1.28 0.90
C 1.60 -0.93 -0.25
O 2.11 -1.41 -1.34
S 0.24 0.41 -0.29
O 0.36 1.34 -1.41
O 0.39 1.27 1.03
C -1.45 -0.41 -0.20
F -1.56 -1.15 -1.35
F -2.38 0.64 -0.21
F -1.59 -1.23 0.90
Lu 0.35 2.78 2.24

- highest occupied orbital energy (eV) = -16.68
- net charge = +2

Mulliken atomic charge list, values in e, 4 entries: O -0.4637; C 0.5900; O -0.4224; S 0.9405


no.,HOMO-LUMO gap (eV),total energy (Ha)
1,11.362,-535.7383
2,2.910,-2309.5511